C19H52AsF6O17S7 as an isolated structure in a non-equilibrium geometry. Source: the Open Molecules 2025 dataset; level of theory: wB97M-V/def2-TZVPD.

Properties
E_LUMO (alpha / beta)	-0.9657 / -5.6275	eV
HOMO level (alpha / beta)	-8.6913 / -8.6911	eV
energy	-7656.26464	Ha
spin multiplicity	2
frontier orbital gap (alpha / beta)	7.7 / 3.1	eV
⟨S²⟩	0.757

Last column: Löwdin spin population.
Element x y z (Å)
As -0.01 0.03 1.27  0.000
F 0.41 1.51 2.27  0.001
F 0.78 -1.17 2.33  0.000
F -0.52 -1.32 0.23  0.000
F -0.86 1.05 0.04  0.000
F 1.51 0.27 0.40  0.000
F -1.46 0.05 2.25  0.000
O -0.59 -6.40 -0.97  0.000
S -0.02 -5.20 -1.47  0.000
O 1.31 -4.73 -1.02  0.000
O 0.00 -5.23 -3.16  0.000
C -1.08 -5.89 -3.78  0.000
C -1.18 -5.28 -5.26  0.000
C -1.30 -3.80 -1.38  0.000
H -2.04 -5.82 -3.26  0.000
H -0.75 -6.92 -3.69  0.000
H -1.75 -4.36 -5.16  0.000
H -1.94 -5.66 -5.95  0.000
H -0.17 -5.17 -5.67  0.000
H -1.69 -3.63 -0.37  0.000
H -2.08 -3.92 -2.13  0.000
H -0.79 -2.87 -1.63  0.000
O 4.69 -3.93 -1.11  0.000
S 4.69 -3.19 0.14  0.000
O 5.51 -3.54 1.28  0.000
O 5.17 -1.65 -0.19  0.000
C 4.60 -1.00 -1.29  0.000
C 5.63 -0.07 -1.90  0.000
C 2.94 -2.81 0.69  0.000
H 3.79 -0.40 -0.88  0.000
H 4.17 -1.65 -2.06  0.000
H 6.04 0.62 -1.16  0.000
H 5.34 0.46 -2.80  0.000
H 6.52 -0.60 -2.26  0.000
H 2.46 -3.74 1.00  0.000
H 2.35 -2.26 -0.04  0.000
H 2.95 -2.24 1.62  0.000
O 4.15 2.00 -0.29  0.002
S 3.35 3.27 -0.33  0.000
O 3.00 3.96 0.95  0.001
O 4.00 4.29 -1.40  0.000
C 4.69 3.77 -2.50  0.000
C 5.11 5.05 -3.33  0.000
C 1.72 3.06 -1.26  0.000
H 4.09 2.99 -2.97  0.000
H 5.61 3.24 -2.25  0.000
H 5.70 5.78 -2.78  0.000
H 4.17 5.53 -3.60  0.000
H 5.63 4.84 -4.26  0.000
H 0.98 2.86 -0.48  0.000
H 1.85 2.21 -1.93  0.000
H 1.53 3.90 -1.93  0.000
O -7.90 -2.00 -1.32  0.000
S -7.34 -0.72 -1.67  0.000
O -7.92 0.55 -1.21  0.000
O -5.73 -0.73 -1.15  0.000
C -4.93 0.42 -1.44  0.000
C -3.50 0.09 -1.00  0.000
C -7.02 -0.46 -3.53  0.000
H -5.24 1.31 -0.90  0.000
H -5.06 0.62 -2.51  0.000
H -3.34 0.16 0.08  0.000
H -2.83 0.84 -1.42  0.000
H -3.20 -0.88 -1.40  0.000
H -7.87 -0.79 -4.13  0.000
H -6.14 -1.05 -3.78  0.000
H -6.81 0.60 -3.69  0.000
O -1.25 6.53 2.54  0.000
S -1.57 5.12 2.33  0.000
O -1.39 4.14 3.43  0.000
O -3.08 5.00 1.70  0.000
C -3.82 3.70 1.80  0.000
C -5.22 4.05 2.32  0.000
C -0.62 4.46 0.87  0.000
H -3.38 3.04 2.54  0.000
H -3.89 3.22 0.82  0.000
H -5.16 4.29 3.38  0.000
H -5.87 3.21 2.08  0.000
H -5.57 4.92 1.77  0.000
H 0.34 4.14 1.27  0.000
H -0.47 5.09 -0.01  0.000
H -1.15 3.55 0.56  0.000
C 2.14 1.18 4.77  0.055
S 3.95 0.90 4.54  0.259
O 4.70 2.06 5.15  0.608
C 4.07 1.30 2.73  0.060
H 1.98 1.32 5.84  0.000
H 1.60 0.29 4.47  -0.001
H 1.80 2.06 4.22  0.008
H 3.34 0.76 2.12  0.003
H 5.13 1.16 2.48  0.000
H 4.01 2.36 2.51  0.002
C -1.82 -3.65 2.43  0.000
S -1.99 -3.91 4.19  0.000
O -0.94 -4.97 4.60  0.000
C -1.04 -2.36 4.72  0.000
H -2.37 -4.41 1.88  0.000
H -0.81 -3.64 2.02  0.000
H -2.28 -2.72 2.11  0.000
H 0.00 -2.57 4.48  0.000
H -1.33 -2.23 5.77  0.000
H -1.44 -1.63 4.03  0.000

***

A 10-piece molecular cluster, C19H52F6N4O23PS5 overall in a non-equilibrium geometry. Source: the Open Molecules 2025 dataset; level of theory: wB97M-V/def2-TZVPD.

Properties
E_LUMO	1.7782	eV
HOMO level	-8.6883	eV
energy	-5635.93176	Ha
spin multiplicity	1
frontier orbital gap	10.5	eV
net charge	-1

Last column: Mulliken charge in e.
Element x y z (Å)
P 4.97 -46.20 -14.55  1.438
F 4.87 -47.59 -13.77  -0.086
F 3.33 -46.39 -14.97  -0.468
F 4.61 -45.28 -13.29  -0.402
F 5.15 -44.90 -15.55  -0.293
F 6.57 -46.17 -14.10  -0.482
F 5.45 -46.97 -15.96  -0.462
C 5.52 -42.07 -14.24  -0.322
N 4.73 -41.03 -13.44  0.919
O 3.75 -40.54 -13.90  -0.541
O 5.19 -40.82 -12.26  -0.554
H 5.26 -43.09 -13.93  -0.215
H 6.60 -42.05 -14.06  0.303
H 5.24 -42.04 -15.29  0.368
C 6.16 -47.93 -11.33  -0.174
N 7.05 -48.14 -10.21  1.092
O 6.62 -48.76 -9.22  -0.594
O 8.13 -47.63 -10.30  -0.638
H 5.38 -47.19 -11.13  -0.003
H 5.67 -48.89 -11.51  -0.004
H 6.74 -47.68 -12.22  0.245
C 2.59 -49.48 -14.85  -0.383
N 1.18 -49.86 -15.18  1.039
O 1.02 -50.86 -15.85  -0.607
O 0.36 -49.09 -14.74  -0.557
H 3.22 -49.62 -15.72  0.352
H 2.99 -50.20 -14.13  0.265
H 2.74 -48.51 -14.36  -0.141
C 8.95 -44.68 -15.62  -0.445
N 9.63 -43.44 -16.06  0.924
O 10.37 -43.58 -17.03  -0.565
O 9.55 -42.49 -15.31  -0.540
H 9.64 -45.12 -14.90  0.323
H 8.52 -45.37 -16.35  0.216
H 8.16 -44.34 -14.94  0.074
O 6.17 -52.91 -14.65  -0.637
S 6.50 -51.81 -13.78  1.039
O 5.56 -51.10 -12.92  -0.466
O 7.84 -52.30 -12.90  -0.372
C 8.24 -51.55 -11.71  0.169
C 9.37 -52.42 -11.12  -1.292
C 7.35 -50.51 -14.77  -0.647
H 7.49 -51.49 -10.92  0.145
H 8.55 -50.58 -12.10  0.283
H 8.89 -53.06 -10.37  0.331
H 10.21 -51.85 -10.73  0.356
H 9.87 -53.03 -11.88  0.329
H 6.91 -49.57 -14.43  0.001
H 7.18 -50.69 -15.83  0.366
H 8.40 -50.47 -14.46  0.363
O 4.43 -47.23 -6.94  -0.476
S 5.35 -46.17 -7.22  0.965
O 6.80 -46.34 -7.15  -0.588
O 4.99 -45.66 -8.76  -0.047
C 5.65 -44.54 -9.38  -0.217
C 4.57 -44.13 -10.43  -0.559
C 4.81 -44.63 -6.29  -1.036
H 6.61 -44.76 -9.85  0.202
H 5.71 -43.71 -8.68  0.290
H 3.67 -43.88 -9.87  0.296
H 4.39 -44.95 -11.12  -0.068
H 4.90 -43.39 -11.16  0.176
H 5.17 -44.85 -5.29  0.426
H 3.74 -44.44 -6.35  0.285
H 5.42 -43.81 -6.68  0.382
O 6.61 -45.62 -21.63  -0.610
S 6.45 -44.91 -20.37  1.038
O 7.41 -43.88 -19.96  -0.596
O 4.90 -44.31 -20.22  -0.130
C 4.47 -43.29 -21.21  -0.478
C 3.60 -43.84 -22.33  -0.622
C 6.24 -46.15 -18.96  -0.770
H 5.37 -42.81 -21.59  0.482
H 3.84 -42.61 -20.65  0.314
H 3.63 -43.17 -23.19  0.365
H 2.56 -44.03 -22.05  -0.129
H 3.80 -44.88 -22.58  0.304
H 7.22 -46.62 -19.09  0.498
H 5.42 -46.85 -19.14  0.318
H 6.30 -45.67 -17.98  0.042
O 1.10 -51.54 -8.36  -0.631
S 2.09 -50.44 -8.63  1.156
O 3.51 -50.71 -8.62  -0.556
O 1.67 -49.65 -10.10  -0.493
C 2.63 -49.15 -10.94  0.298
C 2.16 -47.86 -11.48  -0.782
C 1.78 -48.89 -7.54  -0.694
H 2.85 -49.87 -11.72  0.147
H 3.62 -49.06 -10.51  0.087
H 1.21 -47.93 -12.02  0.365
H 2.88 -47.61 -12.27  -0.090
H 2.12 -47.07 -10.73  0.308
H 2.60 -48.96 -6.83  0.284
H 0.78 -49.14 -7.19  0.396
H 1.75 -48.09 -8.28  0.171
O -1.76 -44.65 -19.02  -0.625
S -0.91 -43.58 -19.61  1.154
O -1.14 -42.14 -19.38  -0.611
O 0.72 -43.89 -19.24  -0.278
C 0.96 -45.25 -18.91  -0.416
C 2.23 -45.16 -18.15  -0.884
C -0.96 -43.87 -21.37  -0.763
H 1.01 -45.79 -19.85  0.328
H 0.23 -45.77 -18.29  0.428
H 2.92 -44.43 -18.57  0.148
H 2.69 -46.14 -18.21  0.334
H 2.08 -44.76 -17.14  0.317
H -1.69 -43.20 -21.83  0.368
H -1.19 -44.93 -21.47  0.314
H 0.03 -43.75 -21.80  0.113